# 1
{"formula": "C17H31Cl2N4SeSiTeV", "method": "ωB97M-V/def2-TZVPD", "elements": ["V", "C", "C", "C", "C", "C", "C", "N", "N", "Si", "C", "C", "C", "H", "H", "H", "H", "H", "H", "H", "H", "H", "H", "H", "H", "H", "H", "H", "Cl", "C", "Cl", "H", "H", "C", "N", "C", "C", "N", "C", "C", "Se", "H", "H", "H", "H", "H", "H", "H", "H", "C", "Te", "C", "H", "H", "H", "H", "H", "H"], "positions_angstrom": [[-0.263, -0.115, -0.328], [1.261, -3.552, 0.421], [1.627, -2.367, 1.263], [2.451, -2.480, 2.358], [2.710, -1.334, 3.121], [2.160, -0.124, 2.786], [1.330, -0.051, 1.642], [1.101, -1.181, 0.909], [0.694, 1.015, 1.120], [0.738, 2.705, 1.488], [0.988, 3.579, -0.160], [-0.878, 3.241, 2.258], [2.158, 3.219, 2.595], [0.215, -3.823, 0.581], [1.876, -4.414, 0.669], [1.380, -3.329, -0.640], [2.873, -3.438, 2.626], [3.347, -1.406, 3.993], [2.340, 0.756, 3.379], [0.300, 3.202, -0.923], [2.007, 3.428, -0.527], [0.840, 4.659, -0.072], [-1.729, 2.946, 1.639], [-0.914, 4.324, 2.406], [-1.003, 2.774, 3.237], [3.108, 2.782, 2.281], [1.994, 2.969, 3.644], [2.266, 4.306, 2.538], [-2.259, -1.332, 1.127], [-2.811, -2.074, -0.387], [-1.444, -2.204, -1.530], [-3.554, -1.427, -0.838], [-3.177, -3.072, -0.181], [-1.343, 0.804, -4.237], [-1.438, 2.152, -3.701], [-1.191, 3.299, -4.430], [-1.471, 4.344, -3.627], [-1.887, 3.826, -2.418], [-2.321, 4.609, -1.268], [-1.860, 2.483, -2.466], [-2.372, 1.374, -1.053], [-2.090, 0.663, -5.016], [-1.529, 0.101, -3.429], [-0.349, 0.646, -4.654], [-0.838, 3.263, -5.445], [-1.411, 5.403, -3.803], [-2.228, 5.661, -1.522], [-1.700, 4.379, -0.406], [-3.357, 4.376, -1.034], [3.389, 0.473, -0.953], [1.687, 0.576, -2.219], [2.082, -1.279, -3.186], [4.287, 0.560, -1.558], [3.365, -0.472, -0.415], [3.322, 1.298, -0.249], [2.249, -2.042, -2.430], [2.957, -1.179, -3.822], [1.219, -1.544, -3.794]], "mulliken_charge": [0.432, -1.134, 0.260, -0.748, -0.686, -0.793, 0.686, 0.626, 0.379, -0.350, -0.238, -1.027, -1.262, 0.168, 0.426, 0.028, 0.451, 0.441, 0.359, -0.398, 0.341, 0.416, 0.247, 0.346, 0.351, 0.357, 0.341, 0.419, -0.057, -0.425, -0.085, 0.368, 0.388, -0.856, 0.367, -0.509, -0.397, 0.289, -0.762, -0.278, -0.228, 0.366, 0.157, 0.317, 0.494, 0.450, 0.270, 0.163, 0.364, -0.816, 0.212, -1.007, 0.467, 0.227, 0.101, 0.235, 0.429, 0.318], "charge": 1, "lumo_energy_ha": [-0.0759, -0.0817], "s_squared": 3.76, "spin_multiplicity": 4, "homo_lumo_gap_ev": [7.72, 7.93]}

=====

# 2
{"formula": "C17H31Cl3CuO2P2", "method": "ωB97M-V/def2-TZVPD", "elements": ["P", "P", "C", "C", "H", "H", "H", "H", "C", "H", "H", "H", "C", "H", "H", "H", "C", "H", "H", "H", "C", "H", "H", "H", "Cu", "C", "C", "C", "C", "C", "C", "C", "C", "C", "H", "H", "H", "H", "H", "H", "H", "H", "H", "H", "H", "H", "H", "H", "H", "Cl", "C", "Cl", "Cl", "C", "O", "O"], "positions_angstrom": [[0.168, 1.759, -2.419], [-0.785, -1.526, -2.157], [0.128, 0.590, -3.860], [-0.963, -0.484, -3.704], [1.141, 0.149, -3.961], [-0.059, 1.213, -4.752], [-1.979, -0.042, -3.679], [-0.918, -1.206, -4.534], [0.680, -2.526, -2.639], [0.837, -3.300, -1.876], [1.580, -1.898, -2.719], [0.490, -2.996, -3.610], [-2.234, -2.586, -2.471], [-2.087, -3.134, -3.413], [-3.127, -1.947, -2.553], [-2.343, -3.287, -1.635], [1.550, 2.849, -2.888], [1.717, 3.574, -2.081], [1.342, 3.383, -3.827], [2.455, 2.234, -3.025], [-1.399, 2.682, -2.652], [-2.260, 2.004, -2.560], [-1.439, 3.157, -3.635], [-1.458, 3.462, -1.881], [-0.527, 0.160, 4.920], [-1.019, -1.195, 1.089], [0.283, -1.445, 0.888], [1.325, -0.879, 0.019], [2.096, 0.388, 0.436], [1.326, 1.645, 0.670], [0.002, 1.863, 0.564], [-0.997, 0.998, -0.091], [-1.857, -0.051, 0.631], [0.315, 1.796, 4.383], [-1.536, -1.837, 1.818], [0.712, -2.154, 1.592], [0.949, -0.693, -0.999], [2.101, -1.663, -0.080], [2.674, 0.162, 1.357], [2.855, 0.537, -0.360], [1.925, 2.403, 1.188], [-0.418, 2.746, 1.045], [-0.438, 0.375, -0.809], [-1.711, 1.647, -0.616], [-2.376, 0.388, 1.503], [-2.661, -0.347, -0.088], [-0.130, 2.250, 5.284], [-0.078, 2.263, 3.466], [1.399, 1.966, 4.407], [1.989, -3.389, 6.310], [1.300, -1.884, 5.772], [1.519, -0.528, 6.933], [1.945, -1.328, 4.202], [-0.333, -2.089, 5.729], [-0.800, -2.557, 6.749], [-0.868, -1.672, 4.621]], "mulliken_charge": [1.608, 1.615, -1.157, -1.356, 0.383, 0.628, 0.349, 0.601, -1.519, 0.361, 0.421, 0.473, -1.373, 0.436, 0.426, 0.376, -1.274, 0.398, 0.447, 0.385, -1.626, 0.481, 0.453, 0.415, -0.571, -0.837, 0.034, 0.698, -0.775, -0.634, -0.353, 0.386, -1.216, -0.652, 0.393, 0.483, -1.294, 0.466, 0.446, 0.401, 0.471, 0.505, -1.794, 0.664, 0.476, 0.444, 0.209, 0.150, 0.288, -0.150, 0.314, -0.103, -0.042, 0.760, -0.624, -0.492], "lumo_energy_ha": [-0.0196, -0.1512], "s_squared": 0.75, "spin_multiplicity": 2, "homo_lumo_gap_ev": [5.32, 1.74]}

=====

# 3
{"formula": "C17H31ClFN3O", "method": "ωB97M-V/def2-TZVPD", "elements": ["Cl", "C", "N", "C", "C", "N", "F", "C", "C", "C", "C", "H", "H", "H", "H", "H", "H", "H", "H", "H", "H", "H", "H", "H", "H", "C", "C", "C", "C", "N", "C", "C", "O", "C", "C", "C", "C", "H", "H", "H", "H", "H", "H", "H", "H", "H", "H", "H", "H", "H", "H", "H", "H", "H"], "positions_angstrom": [[2.252, -6.133, -3.428], [0.642, -5.488, -2.962], [0.733, -4.103, -2.350], [1.577, -4.162, -1.085], [1.658, -2.809, -0.475], [0.813, -1.889, -1.305], [0.876, -0.520, -0.625], [-0.618, -2.290, -1.378], [-0.658, -3.652, -1.994], [1.370, -1.740, -2.692], [1.327, -3.089, -3.324], [0.013, -5.434, -3.867], [0.206, -6.155, -2.199], [1.087, -4.878, -0.407], [2.568, -4.549, -1.373], [1.275, -2.775, 0.545], [2.675, -2.396, -0.504], [-1.026, -2.260, -0.366], [-1.107, -1.536, -1.998], [-1.245, -3.649, -2.923], [-1.082, -4.391, -1.297], [0.736, -1.012, -3.195], [2.382, -1.345, -2.594], [2.328, -3.451, -3.606], [0.675, -3.087, -4.210], [1.964, 4.341, 3.170], [0.566, 4.566, 3.758], [-0.606, 3.969, 2.953], [-0.261, 2.882, 1.947], [-1.327, 2.384, 1.229], [-2.696, 2.777, 1.615], [-3.695, 1.846, 0.939], [-3.516, 1.858, -0.485], [-2.256, 1.280, -0.816], [-1.069, 2.001, -0.161], [1.010, 2.380, 1.798], [2.113, 2.885, 2.674], [2.145, 5.065, 2.376], [2.713, 4.531, 3.947], [0.547, 4.151, 4.772], [0.381, 5.637, 3.851], [-1.371, 3.624, 3.667], [-1.061, 4.796, 2.370], [-2.818, 2.664, 2.702], [-2.915, 3.822, 1.321], [-3.550, 0.830, 1.366], [-4.726, 2.192, 1.103], [-2.232, 0.211, -0.513], [-2.185, 1.357, -1.915], [-0.852, 2.898, -0.785], [-0.204, 1.326, -0.209], [1.232, 1.515, 1.172], [3.082, 2.749, 2.192], [2.128, 2.255, 3.575]], "mulliken_charge": [-0.038, -0.413, -0.415, -0.363, -0.558, -0.146, -0.164, -0.426, -0.709, -0.575, -0.285, 0.415, 0.409, 0.397, 0.455, 0.392, 0.408, 0.489, 0.454, 0.449, 0.378, 0.394, 0.436, 0.410, 0.422, -0.735, -0.919, -0.481, 0.782, 0.104, -0.436, -0.726, -0.414, -0.377, 0.108, -0.294, -0.798, 0.339, 0.339, 0.329, 0.343, 0.268, 0.340, 0.319, 0.315, 0.308, 0.383, 0.173, 0.307, 0.168, -0.226, -0.002, 0.374, 0.294], "charge": 2, "lumo_energy_ha": -0.3057, "spin_multiplicity": 1, "homo_lumo_gap_ev": 3.18}

=====

# 4
{"formula": "C17H31ClN6O", "method": "ωB97M-V/def2-TZVPD", "elements": ["C", "C", "C", "C", "C", "C", "C", "C", "N", "C", "N", "C", "Cl", "N", "C", "N", "C", "C", "N", "C", "C", "O", "C", "C", "N", "H", "H", "H", "H", "H", "H", "H", "H", "H", "H", "H", "H", "H", "H", "H", "H", "H", "H", "H", "H", "H", "H", "H", "H", "H", "H", "H", "H", "H", "H", "H"], "positions_angstrom": [[3.090, 2.696, -0.659], [2.989, 2.584, 0.859], [2.085, 1.431, 1.318], [0.674, 1.861, 1.728], [-0.154, 2.470, 0.599], [-1.556, 2.840, 1.081], [-2.413, 3.486, -0.008], [-2.938, 2.477, -1.034], [-3.827, 1.524, -0.423], [-3.618, 0.207, -0.366], [-4.508, -0.496, 0.364], [-4.279, -1.785, 0.390], [-5.359, -2.726, 1.321], [-3.313, -2.437, -0.211], [-2.485, -1.652, -0.928], [-1.524, -2.285, -1.611], [-0.429, -1.594, -2.241], [0.654, -1.188, -1.229], [1.222, -2.367, -0.593], [0.769, -2.565, 0.774], [1.260, -3.928, 1.264], [2.664, -4.019, 1.202], [3.114, -3.802, -0.113], [2.672, -2.435, -0.637], [-2.586, -0.327, -1.017], [3.529, 1.791, -1.076], [2.113, 2.839, -1.111], [3.723, 3.537, -0.935], [3.995, 2.432, 1.256], [2.618, 3.524, 1.272], [2.540, 0.941, 2.182], [2.020, 0.690, 0.520], [0.145, 0.985, 2.116], [0.749, 2.583, 2.545], [-0.226, 1.757, -0.224], [0.337, 3.371, 0.228], [-2.062, 1.947, 1.454], [-1.465, 3.538, 1.917], [-1.831, 4.246, -0.532], [-3.269, 3.982, 0.455], [-3.472, 3.011, -1.828], [-2.123, 1.906, -1.480], [-4.611, 1.864, 0.113], [-1.412, -3.263, -1.395], [-0.831, -0.698, -2.718], [-0.001, -2.255, -2.995], [0.199, -0.521, -0.489], [1.431, -0.632, -1.761], [-0.321, -2.540, 0.805], [1.162, -1.780, 1.445], [0.988, -4.084, 2.309], [0.808, -4.718, 0.646], [4.203, -3.870, -0.081], [2.717, -4.585, -0.778], [3.003, -2.319, -1.671], [3.138, -1.647, -0.019]], "mulliken_charge": [-1.050, -0.700, 0.238, -0.969, 0.038, -0.743, -0.954, -0.508, -0.089, 0.535, -0.688, 0.286, -0.168, -0.674, 0.524, -0.072, -1.425, -0.318, 0.225, -0.041, -0.875, -0.390, -0.787, -0.438, -0.265, 0.263, 0.240, 0.376, 0.356, 0.293, 0.412, -0.381, 0.384, 0.425, 0.018, 0.294, 0.262, 0.502, 0.419, 0.357, 0.280, 0.206, 0.282, 0.324, 0.372, 0.440, 0.063, 0.572, 0.368, 0.026, 0.354, 0.376, 0.355, 0.372, 0.563, 0.133], "lumo_energy_ha": 0.0285, "spin_multiplicity": 1, "smiles": "CCCCCCCCNc1nc(Cl)nc(NCCN2CCOCC2)n1", "homo_lumo_gap_ev": 9.53}

=====

| no. | molar mass (g mol⁻¹) |
| --- | --- |
| 1 | 648.0 |
| 2 | 499.3 |
| 3 | 347.9 |
| 4 | 370.9 |